A | One molecule with the formula C9H18N2O3, computed with the ωB97M-V functional and the def2-TZVPD basis.

Calculated values
LUMO level (Ha): 0.01546
Kohn-Sham gap (hartree): 0.3579
Structure (SMILES): CC(C)C[C@H](N)C(=O)N[C@@H](C)C(=O)O

Geometry (Å):
O  0.5735  -0.2206  2.0121
O  -3.8439  1.5683  2.3998
O  -2.9197  2.1231  0.2205
N  2.5959  -0.4107  0.4332
N  -0.6280  1.1559  0.8183
C  0.4787  -0.6783  -1.1181
C  2.1578  -2.4954  -1.6969
C  1.2508  0.2023  -0.1486
C  -0.0197  -1.9403  -3.3942
C  -2.9097  1.8244  1.3726
C  -1.0600  2.7025  2.9415
C  0.3551  0.2566  0.9980
C  1.1471  -1.3035  -2.4834
C  -1.5209  1.4586  2.0697
H  0.2072  -2.8647  -2.6007
H  0.3396  -1.9299  -4.4070
H  -4.7298  1.6466  1.9977
H  2.9277  0.2107  1.2342
H  -0.4040  -0.0884  -1.4566
H  -0.7353  1.8419  -0.0621
H  -1.7458  2.4857  3.9158
H  0.0434  2.3766  3.0469
H  -1.2492  -1.5814  -3.1005
H  2.4408  -3.3209  -2.6438
H  -1.0739  3.6707  2.3748
H  3.0380  -1.8479  -1.2489
H  0.2105  -1.6153  -0.5930
H  1.6505  -3.2896  -0.8116
H  1.5342  1.1884  -0.6842
H  2.2301  -1.0799  1.2060
H  -1.8934  0.4082  2.4362
H  1.5527  -0.4536  -3.0277

---

B | One molecule with the formula C9H18N2O3, computed with the ωB97M-V functional and the def2-TZVPD basis.

Calculated values
LUMO level (Ha): 0.01849
Kohn-Sham gap (hartree): 0.3761
Structure (SMILES): CC(C)C[C@H](NC(=O)[C@H](C)N)C(=O)O

Geometry (Å):
O  1.0930  3.5992  0.9183
O  0.2484  2.9089  -1.0894
O  -1.2737  0.6395  -1.4726
N  -2.8081  -0.5788  1.5113
N  -0.5873  0.6442  0.7056
C  2.6262  -1.0960  1.2177
C  0.7329  2.7050  0.1721
C  -3.8496  -0.0413  -0.7623
C  2.8289  -1.6438  -1.2388
C  -1.4337  0.3211  -0.2803
C  1.6142  0.4709  -0.4253
C  1.9505  -1.0267  -0.1410
C  0.7224  1.2525  0.5852
C  -2.6531  -0.5930  0.0545
H  -0.9217  0.1436  1.5203
H  2.3417  -1.3503  -2.2303
H  1.2772  1.1963  1.4999
H  3.4055  -0.2908  1.3956
H  1.8424  -0.9966  1.9472
H  3.0828  -2.0941  1.5261
H  -3.5341  0.0948  1.8284
H  -3.1245  -1.5207  1.6526
H  2.4918  1.0806  -0.5062
H  -0.1677  2.0926  -1.4026
H  3.8013  -1.2186  -1.2346
H  -2.4460  -1.6650  -0.2450
H  2.8740  -2.7401  -1.2006
H  1.0032  -1.5605  -0.0824
H  -3.8706  1.1104  -0.4624
H  1.2149  0.6895  -1.4627
H  -4.8329  -0.5048  -0.5044
H  -3.6482  -0.0280  -1.7938

---

Name the most stable of them. B.

---

A | One molecule with the formula C14H19N3O4, computed with the ωB97M-V functional and the def2-TZVPD basis.

Calculated values
LUMO level (Ha): 0.00308
Kohn-Sham gap (hartree): 0.3446
Structure (SMILES): NC(=O)CC[C@H](NC(=O)[C@@H](N)Cc1ccccc1)C(=O)O

Geometry (Å):
O  6.2588  -1.6634  -0.1926
O  1.1578  2.5372  -0.6057
O  3.3170  2.3331  -0.7341
O  -0.7418  -2.0070  -0.4283
N  1.0821  -0.6287  -0.5806
N  -0.7782  1.3892  0.3912
N  5.8639  0.5526  -0.0550
C  -3.4120  -0.6969  -1.0480
C  5.4456  -0.7440  -0.2031
C  -4.6644  -0.5361  -1.6043
C  -0.6804  -0.0122  1.0089
C  -5.6198  0.6496  0.1688
C  -3.3046  -0.4472  0.3479
C  -5.7324  0.1473  -1.0865
C  1.8988  0.3043  0.1957
C  2.1943  1.8149  -0.4333
C  3.0971  -0.4625  0.5998
C  -4.3979  0.3650  0.9123
C  -0.1318  -0.9419  -0.1390
C  -2.0933  -0.7493  1.2201
C  4.0262  -1.0746  -0.5024
H  1.5495  -1.5248  -1.0450
H  6.9310  0.8027  -0.3880
H  -1.5860  1.4241  -0.2887
H  0.3278  2.1487  -0.0525
H  -6.6955  0.8326  0.8570
H  3.7444  -0.6602  -1.4453
H  -0.2033  -0.0742  1.9591
H  -4.8372  -1.0198  -2.5830
H  -2.5297  -1.1789  -1.4870
H  -1.8338  -1.8343  0.9963
H  -4.1966  0.8284  1.9080
H  1.1860  0.5792  1.0782
H  5.2861  1.2819  -0.6080
H  3.7953  -2.2035  -0.6668
H  2.7561  -1.1066  1.3573
H  -1.1683  1.8941  1.1184
H  -2.2632  -0.8759  2.3397
H  3.5337  0.2888  1.4032
H  -6.5814  0.2681  -1.6846

---

B | One molecule with the formula C14H19N3O4, computed with the ωB97M-V functional and the def2-TZVPD basis.

Calculated values
LUMO level (Ha): 0.01692
Kohn-Sham gap (hartree): 0.3470
Structure (SMILES): NC(=O)CC[C@H](NC(=O)[C@@H](N)Cc1ccccc1)C(=O)O

Geometry (Å):
O  2.7071  0.7799  1.8843
O  0.8689  -2.4761  -1.5777
O  4.0278  0.8004  -2.6377
O  0.7100  1.6597  1.3688
N  0.5365  -1.3787  1.8479
N  2.0420  -0.7872  -0.6237
N  3.6391  2.9149  -3.3476
C  1.2078  1.5654  -1.3655
C  -2.4319  -1.1284  1.0915
C  -1.2756  -1.1381  0.0526
C  1.6704  1.3944  -2.8734
C  -4.2722  0.2664  1.9303
C  1.9476  1.0987  1.0316
C  3.1959  1.6411  -3.0673
C  2.0787  0.7595  -0.4750
C  -4.0260  -2.0363  2.7623
C  -4.6418  -0.7830  2.7731
C  1.0005  -1.7770  -0.5979
C  -2.9409  -2.1150  1.8848
C  -3.2434  0.0613  1.1042
C  -0.0006  -1.8936  0.5907
H  1.3130  0.3577  -3.3769
H  -2.4922  -3.1005  2.1128
H  -4.9924  1.1839  1.7758
H  2.4862  -1.0106  -1.4925
H  -0.2392  -2.9926  0.6138
H  3.1319  0.9942  -0.7149
H  0.1905  1.2708  -1.1823
H  1.0485  -0.4921  1.6743
H  -5.5253  -0.7156  3.4307
H  -1.6732  -1.6687  -0.8926
H  0.6659  1.5138  2.3713
H  1.2827  2.7070  -1.2829
H  3.1495  3.6284  -3.8139
H  -4.1986  -3.0561  3.2384
H  -1.0408  -0.1208  -0.2699
H  1.2157  -2.1222  2.1514
H  4.6206  3.1271  -3.2762
H  -2.8432  0.9325  0.6324
H  1.1003  2.1357  -3.4551

---

Name the most stable of them. B.

---

A | A 3-piece molecular cluster, C5H13N4O overall, computed with the ωB97M-V functional and the def2-TZVPD basis.

Calculated values
LUMO level (Ha): -0.10846
Kohn-Sham gap (hartree): 0.3896
Charge: +1

Geometry (Å):
O  -5.1177  0.6026  0.3192
N  -2.9566  1.2599  -0.7171
N  -0.8040  0.4438  0.3718
N  1.2023  -0.2890  0.1627
N  2.3160  -0.7261  -0.4776
C  -0.3586  0.1233  1.5501
C  3.4422  -0.8201  0.0492
C  0.9686  -0.2042  1.4744
C  0.1369  0.1461  -0.4785
C  4.5978  -1.2282  -0.9623
H  -2.6277  1.9618  -1.3795
H  -3.2517  0.3866  -1.2246
H  5.3801  -0.4959  -1.1593
H  5.0095  -2.2130  -0.6800
H  -6.0495  0.4726  0.0766
H  -0.9545  0.2880  2.4406
H  3.6732  -0.4859  1.0353
H  3.9373  -1.2665  -1.8611
H  -3.7689  1.5785  -0.1350
H  0.1200  0.2010  -1.6085
H  1.5328  -0.5714  2.3394
H  -4.8049  -0.0334  0.9346
H  -1.6225  0.8695  -0.0703

---

B | An isolated ion of composition C5H13N4O and charge +1, computed with the ωB97M-V functional and the def2-TZVPD basis.

Calculated values
LUMO level (Ha): -0.10736
Kohn-Sham gap (hartree): 0.3774
Structure (SMILES): CNN(C)C(=O)[C@H]1[NH2+][C@@H]1N
Charge: +1

Geometry (Å):
O  0.8452  2.5427  -0.0317
N  2.3964  0.2640  0.7119
N  1.8672  -2.1073  -0.4345
N  -1.1401  -0.3736  -0.5445
N  -0.8531  1.0676  -0.3211
C  -1.8362  -1.1824  0.4914
C  0.4486  1.3907  -0.1818
C  1.3325  -1.0995  0.1402
C  -1.9978  1.9440  -0.1964
C  1.4178  0.3128  -0.3628
H  -2.3147  1.6580  0.8577
H  -1.6900  -0.3943  -1.4350
H  0.8020  -1.2445  1.0873
H  1.6067  -3.0346  -0.1082
H  -2.8579  -0.8610  0.5536
H  -1.7182  3.0122  -0.1531
H  -2.7841  1.7542  -1.0093
H  1.8291  0.3615  -1.3382
H  2.0231  0.6355  1.6386
H  -1.2264  -1.0467  1.4260
H  2.2057  -2.0022  -1.4707
H  -1.6685  -2.2612  0.1481
H  3.3129  0.6641  0.5325

---

Name the most stable of them. A.

---

A | A 2-piece molecular cluster, C30H39N4 overall, computed with the ωB97M-V functional and the def2-TZVPD basis.

Calculated values
LUMO level (Ha): -0.14632
Kohn-Sham gap (hartree): 0.2086
Charge: +1

Geometry (Å):
N  -0.1375  -0.5941  -1.9171
N  5.3854  0.0983  1.1656
N  -4.9452  -0.0168  1.0218
N  -1.5756  -1.5461  -3.5303
C  6.1933  2.3429  1.6327
C  3.0429  -0.3998  0.8305
C  1.7764  0.0308  0.4820
C  0.7282  -1.7704  -2.0847
C  5.7111  -1.2980  0.9546
C  -2.1235  0.6150  -2.6620
C  -6.0809  0.8608  1.2151
C  4.1042  0.5371  0.9795
C  3.2762  -1.8669  0.9380
C  -2.7253  -1.8042  1.4246
C  1.4785  1.3846  0.1955
C  -3.6784  0.4805  0.9062
C  3.8202  1.9238  0.8070
C  -4.6266  2.8147  0.5999
C  2.5578  2.3110  0.3812
C  -0.8556  -2.7738  -3.7651
C  4.6368  -2.2003  1.5318
C  4.9073  2.9317  1.0380
C  0.1888  1.7845  -0.2774
C  -1.2726  0.1853  0.9790
C  -1.1876  -0.5674  -2.6740
C  0.5906  -2.5696  -3.3696
C  6.5048  1.0027  0.9985
C  -4.0937  -2.3068  0.9751
C  -1.0540  1.4076  0.2854
C  -2.5383  -0.3580  1.0979
C  -5.9776  2.1376  0.4001
C  -3.4768  1.8531  0.5534
C  -5.1810  -1.3744  1.4689
C  -2.2150  2.2552  0.1583
H  -6.9779  0.2938  0.9386
H  -4.1067  -2.3640  -0.1191
H  7.0320  3.0231  1.4670
H  4.5905  -2.0725  2.6170
H  1.0693  -3.5395  -3.2341
H  -6.1733  -1.6777  1.1096
H  -1.5720  1.5115  -2.3578
H  7.3833  0.5373  1.4602
H  6.6825  -1.4880  1.4277
H  5.1553  3.4217  0.0828
H  -6.1254  1.9160  -0.6612
H  -0.4211  -0.3231  1.4273
H  -0.9443  -3.0419  -4.8221
H  3.1845  -2.3036  -0.0708
H  2.3553  3.3687  0.2004
H  1.1358  -2.0493  -4.1636
H  5.8235  -1.4917  -0.1300
H  4.5391  3.7299  1.7000
H  -4.2912  -3.3102  1.3572
H  -2.6054  -1.9759  2.5052
H  6.7346  1.1381  -0.0754
H  1.7574  -1.3984  -1.9788
H  -2.9262  0.4617  -1.9279
H  1.0064  -0.7220  0.3164
H  -1.9371  -2.3895  0.9309
H  -4.4726  3.5922  -0.1580
H  -4.6374  3.3369  1.5738
H  -6.7765  2.8167  0.7033
H  -5.2233  -1.3936  2.5756
H  -1.2879  -3.5854  -3.1669
H  0.5729  -2.4819  -1.2500
H  2.4762  -2.3262  1.5377
H  -2.4715  -1.4361  -3.9809
H  -6.1757  1.1141  2.2897
H  4.8883  -3.2419  1.3298
H  0.1684  2.5804  -1.0389
H  -2.0884  3.2770  -0.2179
H  -2.5735  0.7601  -3.6525
H  6.0747  2.2231  2.7156

---

B | A 2-piece molecular cluster, C30H39N4 overall, computed with the ωB97M-V functional and the def2-TZVPD basis.

Calculated values
LUMO level (Ha): -0.14926
Kohn-Sham gap (hartree): 0.2364
Charge: +1

Geometry (Å):
N  0.0321  0.1233  -1.9600
N  0.1153  -2.6603  -2.8492
N  -3.5955  0.5828  1.4566
N  3.2221  0.1926  2.2987
C  2.0444  -1.9819  2.1006
C  3.8798  2.6259  2.2519
C  -1.6478  1.4426  2.2423
C  1.2969  2.9534  1.0642
C  1.1676  0.3533  1.3504
C  -0.0866  -0.0144  0.7835
C  -1.3450  0.4125  1.2383
C  2.1363  -0.5257  1.9014
C  1.0973  -1.7031  -3.2437
C  -1.1126  -2.7207  -3.6311
C  0.9553  2.0320  -3.0849
C  4.3619  -0.3571  3.0148
C  -2.9086  -1.2628  -0.0417
C  2.1334  4.0544  1.3059
C  -1.5439  3.0688  4.0214
C  -5.0076  0.2415  1.4068
C  -2.9366  3.2422  3.9803
C  1.5458  0.7487  -3.6769
C  0.6317  -3.9912  -2.6230
C  1.7519  1.6854  1.4237
C  -0.9015  2.1592  3.1689
C  -3.0573  1.5714  2.2857
C  3.4035  3.8952  1.8874
C  0.5123  -0.3015  -3.2661
C  -3.7256  2.4605  3.1222
C  -2.6042  -0.1162  0.8401
C  -0.6014  -4.9120  -2.6349
C  0.2302  1.5528  -1.8205
C  3.0391  1.5474  2.0101
C  -1.7225  -4.1001  -3.3171
H  1.6880  0.7817  -4.7611
H  -2.5760  -3.9779  -2.6423
H  1.1837  -4.0346  -1.6730
H  -5.2333  -0.6300  2.0438
H  -1.9799  -1.6581  -0.4671
H  4.1247  -0.5413  4.0742
H  0.2049  2.4416  -3.7754
H  -0.3926  -5.8394  -3.1735
H  2.9327  -2.5001  1.7114
H  4.8567  2.4691  2.7107
H  -3.4015  3.9795  4.6370
H  -5.5816  1.0958  1.7764
H  -0.6820  2.1199  -1.5710
H  -0.9268  -2.6168  -4.7213
H  -1.8090  -1.9081  -3.3684
H  0.8943  1.6717  -0.9594
H  0.1698  2.0041  3.2199
H  5.1811  0.3639  2.9659
H  -0.0666  -0.8156  0.0455
H  -2.0701  -4.5832  -4.2350
H  -3.5651  -0.9702  -0.8792
H  -0.9431  3.6455  4.7245
H  1.9233  -2.2557  3.1617
H  2.5110  0.5092  -3.2099
H  -0.8784  -5.1523  -1.6047
H  1.3455  -4.2992  -3.4155
H  -5.3083  0.0064  0.3777
H  4.0215  4.7776  2.0610
H  1.5127  -1.9115  -4.2586
H  -4.8154  2.5203  3.1110
H  -0.3212  -0.3177  -4.0002
H  -3.3992  -2.0797  0.5159
H  1.9462  -1.7154  -2.5356
H  -0.9299  -0.1590  -1.7898
H  1.1604  -2.3361  1.5596
H  1.7795  5.0520  1.0378
H  1.7000  2.8006  -2.8602
H  0.3104  3.0667  0.6058
H  4.6733  -1.3026  2.5547

---

Name the most stable of them. A.